(1)
An isolated molecule of C19H22N2O3 at a distorted geometry. Source: OMol25; level of theory: ωB97M-V/def2-TZVPD.

Its relative energy (zero: lowest compared OMol25 entry of this formula, charge and spin) is 34.27 kcal per mole.

Geometry as ORCA input:
```
! wB97M-V def2-TZVPD RIJCOSX def2/J DEFGRID3
* xyz 0 1
C 1.4653 3.2673 1.6204
C 1.8082 2.6227 0.2832
C 2.6070 1.3353 0.4671
C 2.9650 0.7081 -0.8858
N 3.5097 -0.6288 -0.7681
C 4.9408 -0.7881 -0.9528
C 5.7581 -0.2255 0.2057
C 2.8045 -1.7220 -0.3949
O 3.3407 -2.8039 -0.1922
C 1.3346 -1.6446 -0.2273
C 0.5849 -2.6143 0.3700
C -0.7693 -2.1820 0.3020
C -2.0034 -2.6512 0.6974
C -3.1207 -1.8559 0.4083
C -4.4367 -2.2367 0.7648
C -5.5005 -1.4441 0.4707
C -5.3197 -0.2091 -0.2034
O -6.4624 0.4822 -0.4359
C -6.3732 1.7185 -1.1043
C -4.0587 0.1947 -0.5643
C -2.9396 -0.6098 -0.2721
N -1.7304 -0.1540 -0.6576
C -0.7182 -0.9235 -0.3730
O 0.5522 -0.6155 -0.6866
H 0.8966 4.1816 1.4693
H 2.3705 3.5132 2.1720
H 0.8687 2.5891 2.2264
H 2.3861 3.3251 -0.3223
H 0.8868 2.3938 -0.2560
H 3.5170 1.5436 1.0331
H 2.0147 0.6276 1.0492
H 3.7163 1.3246 -1.3845
H 2.0758 0.6896 -1.5194
H 5.1278 -1.8603 -1.0407
H 5.2253 -0.2978 -1.8893
H 5.4404 -0.6828 1.1392
H 5.6444 0.8533 0.2826
H 6.8102 -0.4494 0.0503
H 0.9666 -3.5177 0.7991
H -2.1173 -3.5954 1.2104
H -4.5790 -3.1766 1.2781
H -6.5073 -1.7250 0.7365
H -5.9514 1.6001 -2.1069
H -5.7691 2.4347 -0.5390
H -7.3947 2.0869 -1.1816
H -3.8667 1.1219 -1.0777
*
```

Atom charges from the Mulliken analysis, given in e for atoms 1 to 4:
1 C -1.318
2 C -0.390
3 C -0.203
4 C -1.370

(2)
An isolated molecule of C19H22N2O3 at a distorted geometry. Source: OMol25; level of theory: ωB97M-V/def2-TZVPD.

Its relative energy (zero: lowest compared OMol25 entry of this formula, charge and spin) is 133.47 kcal per mole.

Geometry as ORCA input:
```
! wB97M-V def2-TZVPD RIJCOSX def2/J DEFGRID3
* xyz 0 1
C 0.8909 -4.5453 0.1038
O 0.5223 -3.1690 -0.0407
C 1.5527 -2.2341 -0.1589
C 2.9173 -2.5485 -0.2583
C 3.9054 -1.5404 -0.2520
N 5.2659 -1.8649 -0.3222
O 6.0710 -1.0266 -0.7376
O 5.6308 -3.0107 -0.0439
C 3.5119 -0.1940 -0.2805
C 2.1675 0.1457 -0.2508
C 1.1834 -0.8694 -0.1899
N -0.1317 -0.5258 -0.1226
C -0.5368 0.7506 0.4977
C -2.1027 0.8898 0.4702
C -2.5811 2.1639 1.2965
C -4.0897 2.2214 1.4220
C -4.8736 1.0895 1.2093
C -4.3329 -0.2386 0.6991
C -2.8326 -0.3437 1.0316
C 0.2193 1.8903 -0.2581
C -0.1742 2.1840 -1.7423
C 1.0996 2.7393 -2.3117
C 2.1789 2.2662 -1.5815
C 1.7536 1.6136 -0.3080
H 1.2893 -4.9134 -0.8632
H 1.6858 -4.6630 0.8561
H 0.0535 -5.2066 0.4166
H 3.2246 -3.5703 -0.2624
H 4.1986 0.6265 -0.3370
H -0.7662 -1.3298 0.0011
H -0.2618 0.7991 1.5621
H -2.3806 1.0426 -0.6039
H -2.2450 3.0730 0.8007
H -2.1777 2.1496 2.3130
H -4.5648 3.1657 1.7409
H -5.9517 1.1327 1.3805
H -4.9004 -1.0734 1.1794
H -4.4874 -0.3447 -0.3756
H -2.4445 -1.2798 0.5667
H -2.6993 -0.4374 2.0857
H 0.0884 2.8004 0.3045
H -0.4592 1.2679 -2.2352
H -1.0050 2.8944 -1.8573
H 1.1511 3.3380 -3.2194
H 3.1811 2.5354 -1.8548
H 2.2562 2.1495 0.5301
*
```

Atom charges from the Mulliken analysis, given in e for atoms 1 to 4:
1 C -0.876
2 O -0.428
3 C 0.324
4 C -0.239

Energy? In order: -1072.45784, -1072.29976 hartree.
Kohn-Sham gap? In order: 7.89, 7.90 eV.